Record 1
DFT (wB97M-V/def2-TZVPD) results for C18H44I2N11O9P as an isolated structure.

Summary:
- gap between HOMO and LUMO (eV) = 8.38
- HOMO level (eV) = -8.60
- energy (eV) = -79684.832

Each line ends with the Löwdin charge.
Cartesian coordinates (Å):
C: 0.661 -2.199 1.723  -0.089
C: 1.204 -0.714 2.267  -0.209
N: 1.753 0.003 1.055  -0.138
C: 1.539 1.499 1.104  -0.164
C: -0.017 1.949 0.752  -0.133
C: -0.452 1.701 -0.809  -0.193
O: -0.122 0.372 -1.347  -0.214
C: -1.314 -0.466 -1.546  -0.336
C: -2.304 -0.575 -0.237  -0.185
O: -3.558 0.128 -0.514  -0.249
C: -3.850 1.201 0.440  -0.233
C: -5.326 0.906 1.130  -0.638
I: -7.060 2.163 0.558  0.675
C: -5.511 -0.207 2.101  -0.693
C: -4.289 -1.218 2.571  -0.138
I: -7.539 -0.509 2.900  0.701
P: -2.281 -0.032 -3.181  0.820
O: -1.659 -0.979 -4.319  -0.563
C: 3.179 -0.381 0.732  -0.275
C: 3.655 -0.138 -0.853  -0.019
O: 4.072 -0.923 1.563  -0.071
H: 0.991 -2.286 0.580  0.091
H: -0.510 -2.214 1.722  0.061
H: 1.166 -3.100 2.274  0.077
H: 0.241 -0.134 2.660  0.118
H: 1.978 -0.920 3.120  0.118
H: 2.257 2.039 0.318  0.120
H: 1.874 1.912 2.159  0.138
H: -0.771 1.508 1.547  0.081
H: -0.043 3.130 0.919  0.133
H: -1.587 2.018 -0.973  0.124
H: 0.173 2.484 -1.457  0.116
H: -0.909 -1.573 -1.736  0.154
H: -1.750 -0.268 0.745  0.111
H: -2.577 -1.732 -0.105  0.106
H: -3.003 1.449 1.206  0.121
H: -4.002 2.193 -0.207  0.115
H: -3.939 -1.844 1.623  0.081
H: -4.581 -1.931 3.462  0.080
H: -3.335 -0.611 2.953  0.093
H: -3.689 -0.382 -3.089  0.026
H: -2.070 1.329 -3.609  0.015
H: 2.671 -0.294 -1.510  0.094
H: 4.463 -0.905 -1.211  0.091
H: 3.956 0.987 -0.961  0.078
C: -3.243 -4.847 -0.891  -0.705
O: -2.545 -3.903 -0.555  0.004
N: -2.771 -5.881 -1.610  0.153
N: -4.547 -4.937 -0.573  0.167
H: -3.330 -6.667 -1.896  0.099
H: -1.794 -5.852 -1.871  0.114
H: -4.942 -4.179 -0.032  0.105
H: -5.138 -5.706 -0.840  0.102
C: 8.070 -1.795 2.667  -0.729
O: 9.272 -1.892 2.476  0.008
N: 7.499 -2.061 3.855  0.146
N: 7.210 -1.414 1.705  0.159
H: 6.511 -1.987 4.031  0.097
H: 8.111 -2.351 4.606  0.108
H: 7.600 -1.205 0.796  0.111
H: 6.217 -1.329 1.843  0.054
C: -7.620 -5.076 2.924  -0.725
O: -7.339 -4.894 1.750  0.008
N: -8.426 -4.250 3.615  0.146
N: -7.148 -6.117 3.632  0.148
H: -8.669 -4.383 4.582  0.099
H: -8.804 -3.453 3.119  0.058
H: -6.537 -6.763 3.149  0.112
H: -7.367 -6.284 4.599  0.098
C: 2.438 4.298 -2.211  -0.698
O: 1.828 3.903 -1.229  -0.007
N: 1.842 4.525 -3.395  0.165
N: 3.761 4.542 -2.195  0.166
H: 2.327 4.850 -4.214  0.100
H: 0.846 4.354 -3.450  0.109
H: 4.248 4.384 -1.322  0.111
H: 4.281 4.867 -2.993  0.044
C: 5.949 7.023 -4.445  -0.692
O: 5.128 6.172 -4.140  0.011
N: 6.920 7.430 -3.608  0.160
N: 5.956 7.630 -5.646  0.158
H: 7.604 8.130 -3.840  0.103
H: 6.950 6.999 -2.693  0.117
H: 5.241 7.352 -6.306  0.116
H: 6.623 8.333 -5.915  0.103

=====

Record 2
DFT (wB97M-V/def2-TZVPD) results for a 7-piece molecular cluster, C18H50O15S7 overall.

Summary:
- gap between HOMO and LUMO (eV) = 8.71
- HOMO level (eV) = -8.55
- energy (eV) = -126029.880

Each line ends with the Löwdin charge.
Cartesian coordinates (Å):
O: -8.218 13.594 -5.217  -0.263
S: -9.368 13.214 -4.499  0.517
O: -9.924 14.025 -3.437  -0.287
O: -10.526 13.106 -5.506  -0.277
C: -10.410 13.321 -6.943  -0.237
C: -11.200 14.553 -7.238  -0.064
C: -9.188 11.598 -3.905  -0.122
H: -10.879 12.393 -7.295  0.126
H: -9.335 13.320 -7.178  0.118
H: -12.126 14.444 -6.632  0.099
H: -11.383 14.708 -8.299  0.080
H: -10.610 15.422 -6.885  0.092
H: -8.449 11.653 -3.103  0.086
H: -8.809 10.940 -4.621  0.055
H: -10.127 11.260 -3.506  0.076
O: -15.326 23.993 -8.513  -0.291
S: -14.260 23.028 -8.392  0.570
O: -12.973 23.578 -8.116  -0.273
O: -14.625 21.833 -7.377  -0.283
C: -15.277 22.168 -6.104  -0.231
C: -14.651 21.394 -4.974  -0.065
C: -14.212 21.989 -9.822  -0.124
H: -16.357 21.975 -6.274  0.136
H: -15.140 23.211 -5.881  0.110
H: -15.372 21.372 -4.161  0.072
H: -13.799 21.912 -4.501  0.083
H: -14.442 20.396 -5.277  0.070
H: -13.476 21.246 -9.502  0.071
H: -14.033 22.594 -10.704  0.078
H: -15.151 21.404 -9.860  0.083
O: -13.586 22.575 1.743  -0.261
S: -13.881 23.169 0.466  0.513
O: -12.795 23.663 -0.368  -0.291
O: -14.649 22.171 -0.384  -0.270
C: -15.680 21.290 0.144  -0.218
C: -16.353 20.483 -0.931  -0.054
C: -14.986 24.472 0.542  -0.147
H: -16.410 21.939 0.690  0.132
H: -15.186 20.691 0.897  0.098
H: -16.944 19.713 -0.380  0.104
H: -15.762 19.942 -1.683  0.078
H: -17.005 21.117 -1.536  0.076
H: -14.510 25.245 1.172  0.090
H: -16.026 24.351 0.948  0.094
H: -15.040 24.782 -0.522  0.089
O: -14.834 16.554 0.823  -0.269
S: -13.750 17.059 0.052  0.526
O: -13.969 17.274 -1.363  -0.293
O: -13.415 18.486 0.599  -0.316
C: -12.943 18.834 1.929  -0.218
C: -11.831 19.827 1.738  -0.063
C: -12.306 16.153 0.305  -0.124
H: -12.604 17.935 2.501  0.128
H: -13.849 19.290 2.397  0.129
H: -11.117 19.936 2.624  0.118
H: -12.096 20.792 1.367  0.037
H: -11.166 19.341 0.996  0.065
H: -11.512 16.840 -0.110  0.086
H: -12.339 15.199 -0.217  0.084
H: -12.195 15.948 1.382  0.080
C: -6.883 18.581 -0.840  -0.271
S: -6.647 18.424 -2.614  0.804
O: -5.269 17.890 -2.773  -0.578
C: -7.654 16.837 -2.686  -0.229
H: -6.133 19.282 -0.542  0.041
H: -6.604 17.611 -0.496  0.041
H: -7.945 18.780 -0.731  0.021
H: -8.382 16.684 -3.521  0.044
H: -8.278 16.722 -1.764  0.049
H: -6.797 16.174 -2.651  0.037
C: -7.974 22.619 -0.986  -0.292
S: -9.637 23.065 -0.661  0.797
O: -9.569 24.160 0.382  -0.546
C: -9.886 23.890 -2.307  -0.228
H: -8.017 21.723 -1.629  0.055
H: -7.581 22.360 -0.053  0.030
H: -7.283 23.289 -1.443  0.052
H: -10.667 24.648 -2.046  0.053
H: -10.329 23.170 -2.990  0.027
H: -8.886 24.352 -2.627  0.077
C: -12.343 20.490 -1.683  -0.274
S: -10.852 19.842 -2.292  0.831
O: -10.296 18.889 -1.221  -0.576
C: -11.484 18.612 -3.398  -0.252
H: -12.732 20.982 -2.546  0.038
H: -12.056 21.231 -0.961  0.008
H: -12.929 19.686 -1.186  0.062
H: -11.952 19.207 -4.204  0.049
H: -12.136 17.892 -2.878  0.051
H: -10.661 18.027 -3.904  0.070

=====

Record 3
DFT (wB97M-V/def2-TZVPD) results for C4H5NiO2 as an isolated structure.

Summary:
- gap between HOMO and LUMO (spin up / spin down) (eV) = 7.46 / 7.27
- ⟨S²⟩ = 3.7545
- HOMO level (spin up / spin down) (eV) = -6.83 / -8.36
- energy (eV) = -49360.553
- 2S+1 = 4

Each line ends with the Löwdin charge.
Cartesian coordinates (Å):
O: -1.711 0.626 -0.311  -0.284
C: -3.301 -1.196 0.126  0.066
C: -2.396 -0.369 0.021  -0.462
H: -4.039 -1.898 0.467  0.005
H: -0.367 -1.554 0.465  0.110
H: 1.461 -1.953 0.769  0.122
H: 0.189 -1.020 -1.935  0.121
C: 1.014 -1.130 -1.229  -0.075
C: 0.716 -1.441 0.158  -0.124
O: 1.076 -0.094 -0.182  -0.311
Ni: -0.095 1.475 -0.064  0.712
H: 1.999 -1.360 -1.639  0.120